Molecular formula: C29H46N5P2PdSi
Method: DFT, wB97M-V/def2-TZVPD

Summary:
E_LUMO, eV: 2.798
Molecular weight, g/mol: 661.18
Total charge: -1
Orbital gap, eV: 6.514
Strongest force on any atom, eV/Å: 1.54
E, eV: -68206.3725

The geometry in XYZ format:
```
84
C29H46N5P2PdSi (wB97M-V/def2-TZVPD)
H 3.85 1.00 3.29
H -1.91 -2.96 4.81
C 3.11 -1.93 -1.38
C 2.43 -0.89 -2.25
H -0.53 3.07 0.20
C 3.56 -0.90 -0.37
C 5.07 0.50 -4.13
H -1.48 4.04 1.33
N 1.95 -2.45 -0.66
C 6.41 0.82 -4.11
Pd 0.07 -0.56 0.43
C -0.56 -3.76 2.15
C 4.39 0.14 -2.95
H -3.32 -3.91 0.47
C -1.75 -0.01 -2.53
C -3.53 -3.69 1.52
H 4.11 -2.63 1.75
H 0.01 -3.80 3.08
C 3.02 -2.76 1.80
C 1.85 1.23 1.52
Si -2.11 -2.69 2.30
C -3.76 2.32 0.97
C -3.86 0.00 1.54
C 7.10 0.84 -2.90
H 2.71 -2.70 2.84
N -1.72 -1.17 1.63
P 0.68 -1.16 -1.70
C -0.25 0.15 -2.82
H -4.41 -0.89 1.82
C -1.54 3.37 0.46
C -2.45 -0.09 1.39
C -2.59 -2.43 4.14
H -0.98 -2.52 -2.85
C 4.14 -2.84 -2.04
H 1.07 0.16 -4.53
H 1.86 2.08 2.21
H 6.92 1.05 -5.04
H 4.21 -2.64 -3.11
H 0.07 -3.34 1.37
H -3.65 -4.64 2.05
P 2.20 -1.44 0.78
H -2.54 -1.37 4.38
H 0.38 -0.60 3.03
C -4.50 1.20 1.32
H 4.51 0.48 -5.05
H 0.63 -2.71 -3.57
H -2.19 -0.82 -3.13
H 1.37 0.44 4.07
C -2.39 2.18 0.80
N 3.03 -0.06 -3.02
H 0.82 1.03 1.16
N -1.76 1.01 0.97
C 0.08 -2.64 -2.63
H 5.13 -2.70 -1.60
H -2.29 0.91 -2.76
H -4.23 3.29 0.82
H -1.91 -0.25 -1.48
C 2.33 -0.06 2.20
H 4.46 0.14 1.87
H 1.73 -1.28 3.93
C 5.10 0.17 -1.71
H 0.25 -3.52 -2.03
H 3.83 -3.87 -1.89
H -0.06 1.62 -1.26
H -3.61 -2.78 4.35
H 6.99 0.57 -0.78
H 8.16 1.10 -2.89
N 4.49 -0.04 -0.49
H -1.97 3.94 -0.37
C 0.01 0.04 -4.32
H -5.58 1.27 1.43
H 2.75 -3.72 1.39
H -0.32 -0.93 -4.72
H 4.04 -0.75 3.35
C 1.39 -0.40 3.37
C 6.45 0.55 -1.73
H 2.48 1.46 0.66
H -0.54 0.82 -4.85
C 0.19 1.53 -2.32
H 1.26 1.66 -2.44
H -0.32 2.33 -2.86
H -4.49 -3.17 1.57
H -0.79 -4.79 1.86
C 3.76 0.08 2.70
```

Molecular formula: CH4NO2
Method: DFT, wB97M-V/def2-TZVPD

Summary:
E_LUMO (spin up / spin down), eV: -4.563 / -7.221
Molecular weight, g/mol: 62.05
Total charge: +1
Orbital gap (spin up / spin down), eV: 6.972 / 11.262
Strongest force on any atom, eV/Å: 18.34
E, eV: -6670.0941
2S+1: 3

The geometry in XYZ format:
```
8
CH4NO2 (wB97M-V/def2-TZVPD)
O 1.45 0.73 -0.10
N -0.78 -0.07 -0.30
C 0.48 0.02 0.53
H 0.40 -0.14 1.58
H -0.89 1.02 -0.32
O 1.46 -0.66 -0.11
H -0.47 -0.47 -1.30
H -1.66 -0.43 0.01
```

Molecular formula: CH7O3
Method: DFT, wB97M-V/def2-TZVPD

Summary:
E_LUMO, eV: 4.458
Molecular weight, g/mol: 67.06
Total charge: -1
Orbital gap, eV: 8.112
Strongest force on any atom, eV/Å: 0.62
E, eV: -7293.6635

The geometry in XYZ format:
```
11
CH7O3 (wB97M-V/def2-TZVPD)
O -2.05 -1.26 -0.41
H 1.92 -0.97 -1.10
H -1.12 1.61 0.74
H 1.39 -0.53 0.27
C -0.13 1.17 0.49
H 0.01 1.33 -0.60
O -0.05 -0.16 0.85
O 2.26 -0.71 -0.24
H 0.63 1.79 0.98
H -1.34 -0.91 0.23
H -1.52 -1.37 -1.22
```

Molecular formula: C3H6ClOP
Method: DFT, wB97M-V/def2-TZVPD

Summary:
E_LUMO (spin up / spin down), eV: -0.760 / -2.086
Molecular weight, g/mol: 124.51
Total charge: 0
Orbital gap (spin up / spin down), eV: 8.405 / 5.817
Strongest force on any atom, eV/Å: 2.76
E, eV: -27061.0510

The geometry in XYZ format:
```
12
C3H6ClOP (wB97M-V/def2-TZVPD)
H 0.67 -1.06 -1.30
C -0.27 0.38 0.01
Cl 4.11 -0.49 0.68
H -1.35 0.24 1.89
H -1.14 -0.70 -1.63
H -2.32 0.60 0.18
C -1.43 0.86 0.86
H -1.23 1.91 1.10
C -0.37 -0.86 -0.82
P 0.99 1.39 -0.23
O 3.18 -0.72 -0.61
H -0.84 -1.55 -0.13
```

Molecular formula: C8H12CrN5O3
Method: DFT, wB97M-V/def2-TZVPD

Summary:
E_LUMO (spin up / spin down), eV: -8.970 / -9.591
Molecular weight, g/mol: 278.21
Total charge: +2
Orbital gap (spin up / spin down), eV: 7.726 / 7.194
Strongest force on any atom, eV/Å: 4.25
E, eV: -50488.1429
2S+1: 4

The geometry in XYZ format:
```
29
C8H12CrN5O3 (wB97M-V/def2-TZVPD)
N 0.49 0.25 -0.34
N 1.29 1.34 -0.37
H -2.29 0.60 2.29
H -0.84 -0.16 2.44
H 3.64 2.56 -1.35
H 3.50 -1.03 -0.40
C 2.60 0.99 -0.40
N -2.40 2.98 -0.60
O -3.54 -3.03 1.05
H -2.87 3.86 -0.72
C 2.62 -0.41 -0.38
O -2.43 -1.46 -0.13
H 4.66 1.43 -0.45
H 3.67 2.63 0.40
N -1.71 -0.15 1.90
C 1.30 -0.83 -0.34
H 0.11 -2.41 -1.17
H 0.25 -2.45 0.60
C -1.89 1.94 -0.49
O -1.98 -0.43 -3.35
H -2.72 -1.65 3.00
N -2.35 -1.40 2.09
H 1.61 -2.93 -0.40
C -1.73 -0.18 -2.29
C 3.70 1.95 -0.45
H 0.92 2.28 -0.40
Cr -1.53 0.01 -0.37
C 0.78 -2.22 -0.33
C -2.86 -2.06 0.98
```

Molecular formula: C4H7N2
Method: DFT, wB97M-V/def2-TZVPD

Summary:
E_LUMO (spin up / spin down), eV: -5.692 / -6.527
Molecular weight, g/mol: 83.11
Total charge: +1
Orbital gap (spin up / spin down), eV: 8.619 / 8.821
Strongest force on any atom, eV/Å: 5.50
E, eV: -7227.5800

The geometry in XYZ format:
```
13
C4H7N2 (wB97M-V/def2-TZVPD)
H -2.07 -1.32 0.41
H -1.95 1.01 1.20
C 0.82 0.29 -0.89
H 2.22 0.71 0.90
H 2.68 -0.71 -0.10
C -1.64 0.61 0.12
H 0.87 0.31 -1.93
H 0.38 -1.79 0.35
C 1.91 0.07 0.06
C 0.63 -0.71 0.28
N -2.05 -0.61 -0.24
H -1.93 1.47 -0.68
N -0.23 0.39 0.03
```

Molecular formula: C29H36N4O4
Method: DFT, wB97M-V/def2-TZVPD

Summary:
E_LUMO, eV: 0.439
SMILES: CCOC(=O)N1CCC(N2Cc3cccc(C(=O)N4CCN(c5cccc(C)c5C)CC4)c3C2=O)CC1
Molecular weight, g/mol: 504.63
Total charge: 0
Orbital gap, eV: 8.007
Strongest force on any atom, eV/Å: 0.64
E, eV: -44810.0162

The geometry in XYZ format:
```
73
C29H36N4O4 (wB97M-V/def2-TZVPD)
H 2.30 2.20 -3.95
H -2.33 -3.40 1.47
C -3.51 -2.61 4.56
H 2.10 1.45 -0.05
H -0.40 -0.18 3.94
C 0.55 -0.04 -3.13
C -2.39 -1.88 4.14
H -3.39 0.31 1.89
C 2.90 3.13 -1.14
O 5.16 4.34 -2.15
C 6.59 3.86 -4.96
C -2.38 -1.87 -1.88
C -1.46 -1.47 1.92
H 7.46 4.34 -5.40
H -4.34 -3.91 6.03
C 5.49 4.89 -4.74
H 0.21 -2.45 -4.74
C -3.47 -3.35 5.72
H -2.28 -4.00 7.38
H 5.20 5.37 -5.68
H 6.87 3.42 -4.01
H 0.51 0.51 -4.08
H 0.91 -2.86 6.39
H -4.62 -2.50 1.86
N -2.39 -1.12 2.97
H 0.48 4.04 -2.33
C -0.10 -0.94 4.65
C -2.32 -3.39 6.48
H 1.58 -0.39 -2.99
C 0.71 2.01 -1.62
H -4.33 -0.40 3.22
H 6.24 3.08 -5.64
H 2.36 3.91 -0.60
H 0.24 -0.45 5.56
N 0.11 0.77 -2.02
H -0.55 -1.90 2.34
C -4.27 -1.57 1.39
H -0.07 -3.43 7.75
H -0.08 2.83 -3.47
H 0.07 2.37 -0.81
C 2.14 1.81 -1.08
O -1.51 0.76 -0.40
C -1.34 -0.98 -2.10
H -4.41 -2.60 3.97
N 3.09 3.52 -2.53
C -3.49 -1.56 -0.90
C 0.02 -2.66 6.98
C -2.08 -2.47 0.93
H -1.62 -4.07 -4.34
H 5.83 5.65 -4.02
C 2.05 3.15 -3.47
H -1.38 -2.70 0.13
N -3.29 -1.92 0.38
H 2.67 1.07 -1.68
C -2.47 -2.98 -2.71
H 3.90 3.04 -0.70
C -1.53 -3.19 -3.71
H -5.11 -1.09 0.89
C -0.42 -1.18 -3.12
C -1.21 -2.64 6.12
C -1.25 -1.86 4.96
C -3.63 -0.62 2.41
C 4.26 4.07 -2.91
C -0.50 -2.29 -3.94
H 0.15 -1.70 7.48
H -3.27 -3.68 -2.57
H 2.00 3.92 -4.25
O -4.52 -1.06 -1.31
H -1.21 -0.55 1.37
H 0.75 -1.49 4.24
C -0.99 0.26 -1.38
C 0.71 3.06 -2.75
O 4.30 4.29 -4.24
```

Molecular formula: C6H12NO
Method: DFT, wB97M-V/def2-TZVPD

Summary:
E_LUMO, eV: -6.514
SMILES: CC[C@@]1(C)CC[N+]1=O
Molecular weight, g/mol: 114.17
Total charge: +1
Orbital gap, eV: 8.803
Strongest force on any atom, eV/Å: 4.72
E, eV: -9942.8865

The geometry in XYZ format:
```
20
C6H12NO (wB97M-V/def2-TZVPD)
H -0.17 -1.08 1.50
H -2.84 -1.66 0.23
C -0.36 0.08 -0.33
H -0.16 -2.08 0.17
H -0.92 0.47 -2.28
C -2.12 -0.94 0.61
C 1.60 0.80 0.73
C -0.17 -0.06 -1.80
H 2.20 0.14 -0.02
H -0.27 -1.10 -2.00
C -0.68 -1.18 0.58
H -2.55 -0.71 1.56
H 0.86 0.25 -1.84
H -0.25 1.63 1.20
O -2.70 1.29 -0.23
H 0.21 2.13 -0.48
C 0.24 1.29 0.30
H 2.17 1.72 0.86
H 1.55 0.40 1.73
N -2.08 0.26 -0.16
```

Molecular formula: C31H33N7O2PtS2
Method: DFT, wB97M-V/def2-TZVPD

Summary:
E_LUMO, eV: -1.390
Molecular weight, g/mol: 794.86
Total charge: 0
Orbital gap, eV: 6.159
Strongest force on any atom, eV/Å: 0.61
E, eV: -72126.5490

The geometry in XYZ format:
```
76
C31H33N7O2PtS2 (wB97M-V/def2-TZVPD)
H 0.25 3.32 -1.79
C -1.68 -3.28 -1.99
C -2.79 -2.42 -3.95
H 3.02 -2.36 4.48
H 0.24 -0.70 4.08
H -0.85 2.82 -3.09
C -2.45 -2.29 -2.61
H -2.79 -1.44 -2.05
H 2.42 -4.51 -2.63
H 0.70 -2.40 3.96
C 3.58 -3.01 -1.59
H -4.80 4.67 -1.43
H 2.65 3.38 2.46
C 0.05 2.70 1.49
H 4.56 -3.35 -1.91
H -0.34 1.66 -1.86
H -2.68 1.61 2.49
C 4.50 -1.24 3.40
C -3.97 4.15 -0.98
H 3.06 1.31 -0.07
N 2.22 -1.47 -0.39
H 1.53 3.02 3.76
C 3.20 -1.62 3.71
C 3.92 1.23 0.58
H -2.84 4.04 -2.80
Pt -0.43 0.09 0.46
C 0.70 -1.44 3.43
C -3.41 0.12 -0.21
H 2.83 1.89 3.39
H -0.84 4.63 1.26
C -1.89 2.77 0.17
H 0.90 4.66 1.59
C -0.63 2.70 -2.03
C -1.27 -4.39 -2.72
C 2.41 -3.66 -1.96
C -1.81 3.09 -1.19
H 0.08 -1.55 2.55
C -3.10 2.61 2.38
C -4.03 3.79 0.36
H 5.33 -1.66 3.95
C -0.04 4.16 1.82
N 1.25 0.69 1.57
N -2.75 -3.68 -6.00
H -2.32 -4.39 -6.57
C -2.99 3.09 0.95
N -0.07 -1.92 -0.10
H 4.76 0.88 -0.02
C 4.72 -0.32 2.39
C 1.16 -2.24 -0.68
H -1.29 -5.39 -4.61
N -0.78 2.06 0.76
C 2.36 -0.08 2.09
O -0.62 -4.39 0.09
C 3.66 0.26 1.71
H -0.23 4.28 2.88
H 5.73 -0.05 2.11
C 3.40 -1.88 -0.83
O -2.37 -2.74 0.47
N 1.23 -3.27 -1.53
H -4.90 4.04 0.95
C 1.18 1.90 1.99
H 4.18 2.23 0.95
N -2.25 -0.04 -0.23
H 4.25 -1.27 -0.54
H -2.56 3.27 3.07
C -2.37 -3.53 -4.68
S -5.00 0.32 -0.27
H -3.40 -1.66 -4.42
H -4.14 2.58 2.69
H -3.18 -2.91 -6.48
S -1.23 -3.15 -0.29
C 2.11 -1.05 3.06
C -2.88 3.78 -1.74
H -0.68 -5.14 -2.22
C 2.11 2.57 2.96
C -1.61 -4.52 -4.05
```

Molecular formula: C2H2NO2
Method: DFT, wB97M-V/def2-TZVPD

Summary:
E_LUMO, eV: 3.612
Molecular weight, g/mol: 72.04
Total charge: -1
Orbital gap, eV: 4.550
Strongest force on any atom, eV/Å: 1.83
E, eV: -7690.6346

The geometry in XYZ format:
```
7
C2H2NO2 (wB97M-V/def2-TZVPD)
C -2.65 2.65 -1.30
C -0.79 -0.70 -0.03
O -2.35 3.43 -0.47
H -1.00 -1.14 -1.14
N -0.83 0.50 0.22
O -3.00 1.87 -2.11
H -0.62 -1.59 0.67
```

Molecular formula: C22H54BN2O18
Method: DFT, wB97M-V/def2-TZVPD

Summary:
E_LUMO (spin up / spin down), eV: -1.297 / -5.246
Molecular weight, g/mol: 645.48
Total charge: 0
Orbital gap (spin up / spin down), eV: 6.142 / 2.193
Strongest force on any atom, eV/Å: 5.20
E, eV: -64200.7017
2S+1: 2

The geometry in XYZ format:
```
97
C22H54BN2O18 (wB97M-V/def2-TZVPD)
C 0.74 -2.56 -2.72
H -2.09 5.01 -0.65
H 2.39 -3.23 -7.39
H 1.91 2.56 5.22
H -0.07 -2.39 -3.44
H -4.67 -0.29 1.79
H -0.96 1.26 -4.53
N -0.96 1.75 5.27
O -0.76 0.22 0.01
O -4.58 -1.72 -1.29
H -1.35 0.77 -5.91
O -2.63 5.80 -0.62
H 4.56 -4.85 -4.57
C 0.75 0.01 4.98
C -3.55 -1.06 -1.33
H -6.73 -2.35 -3.79
H -5.29 -2.08 -3.39
H 5.48 -3.78 -5.48
C 3.35 -3.17 -5.34
H 0.64 4.41 2.41
H 0.56 -3.54 -2.27
O -3.09 -0.35 -0.37
B -1.94 0.47 -0.85
H 1.12 0.25 3.98
H 4.46 -0.93 -3.91
C -1.29 -0.24 3.69
H -1.37 -1.67 5.97
H 2.67 0.49 5.89
O 1.85 -4.66 -4.16
C 3.55 -0.70 -4.47
H 1.86 2.69 6.89
H -0.95 0.40 2.87
H 4.42 -1.42 -6.18
H 3.29 -3.90 -1.93
H 1.00 -1.04 5.11
O -2.26 2.13 5.09
O -2.27 1.92 -0.76
H 2.69 -5.12 -4.09
O -5.80 1.16 -0.61
C -1.42 -0.61 6.19
H -4.96 1.57 -0.38
H -5.68 0.86 -1.51
O -2.65 -1.64 -3.57
H 3.10 2.80 2.10
H 2.83 -2.46 -1.02
C 4.67 -3.78 -4.75
O -0.90 -1.24 -5.85
C 3.03 -3.84 -6.75
H 4.99 -3.11 -3.95
H 1.43 -0.41 -3.75
H 2.63 -0.52 -2.52
C -0.58 2.58 7.65
C -0.78 0.26 5.08
C -0.26 1.39 0.27
H -1.54 -1.28 -5.13
C -2.64 -0.91 -2.53
O -6.05 -1.68 -3.83
H -1.19 4.39 5.61
H -0.80 1.58 8.03
H 4.14 -2.47 -2.29
O -0.08 4.93 2.06
H -2.22 2.64 4.28
H 0.42 4.73 6.21
H 0.60 -1.79 -1.96
C 1.62 0.70 6.07
H 3.88 -4.16 -7.34
C -0.12 2.62 6.14
O 2.24 3.15 2.34
O -0.97 3.80 -0.29
H -0.87 -1.24 3.54
H -0.20 4.62 1.16
H 2.55 -4.80 -6.57
H -0.58 -2.13 -5.94
H 1.61 2.53 1.98
C 2.19 -2.46 -3.18
H -2.12 6.41 -0.08
C 2.34 -0.95 -3.48
H -1.50 3.16 7.60
C 1.33 2.20 6.07
O -1.50 1.48 -5.29
H 3.60 0.34 -4.80
C 3.47 -1.61 -5.66
O 0.88 1.48 0.68
H -2.37 -0.38 3.62
H -0.86 -0.38 7.10
H 2.58 -1.32 -6.22
C 3.15 -2.82 -2.00
C -1.25 2.59 -0.22
C -0.16 4.02 5.62
H -4.65 -1.46 0.83
H -2.47 -0.35 6.31
H 0.30 3.97 4.63
O -1.76 -0.03 -2.27
H 1.34 0.38 7.07
O -4.87 -1.23 1.72
N 2.29 -3.37 -4.34
H 0.14 2.98 8.37
```

Molecular formula: C7H11NO5
Method: DFT, wB97M-V/def2-TZVPD

Summary:
E_LUMO, eV: 0.671
SMILES: C/C=[N+](\[O-])C(C(=O)OC)C(=O)OC
Molecular weight, g/mol: 189.17
Total charge: 0
Orbital gap, eV: 9.274
Strongest force on any atom, eV/Å: 3.01
E, eV: -19162.6030

The geometry in XYZ format:
```
24
C7H11NO5 (wB97M-V/def2-TZVPD)
C 1.41 0.61 -0.02
H -1.52 -4.04 0.99
O -1.96 0.07 -0.79
H 0.08 -0.12 1.53
H 4.18 0.87 0.80
H -2.18 -3.34 -0.52
C 0.13 -0.08 0.44
N -1.17 0.72 -0.08
H -0.51 2.37 0.91
C -0.02 -1.49 -0.15
H -2.43 2.86 -1.24
C -1.29 -3.45 0.11
H 4.35 -0.52 -0.31
H -0.49 -3.91 -0.47
O 2.45 -0.14 0.30
H -3.38 2.22 0.09
C 3.75 0.35 -0.06
H -2.46 3.72 0.32
O -0.90 -2.16 0.57
O 1.46 1.68 -0.57
C -1.29 1.94 0.30
O 0.58 -1.90 -1.10
H 3.67 1.03 -0.91
C -2.45 2.74 -0.15
```

What did the first record say?
Molecular formula: C29H46N5P2PdSi
Method: DFT, wB97M-V/def2-TZVPD

Summary:
E_LUMO, eV: 2.798
Molecular weight, g/mol: 661.18
Total charge: -1
Orbital gap, eV: 6.514
Strongest force on any atom, eV/Å: 1.54
E, eV: -68206.3725

The geometry in XYZ format:
```
84
C29H46N5P2PdSi (wB97M-V/def2-TZVPD)
H 3.85 1.00 3.29
H -1.91 -2.96 4.81
C 3.11 -1.93 -1.38
C 2.43 -0.89 -2.25
H -0.53 3.07 0.20
C 3.56 -0.90 -0.37
C 5.07 0.50 -4.13
H -1.48 4.04 1.33
N 1.95 -2.45 -0.66
C 6.41 0.82 -4.11
Pd 0.07 -0.56 0.43
C -0.56 -3.76 2.15
C 4.39 0.14 -2.95
H -3.32 -3.91 0.47
C -1.75 -0.01 -2.53
C -3.53 -3.69 1.52
H 4.11 -2.63 1.75
H 0.01 -3.80 3.08
C 3.02 -2.76 1.80
C 1.85 1.23 1.52
Si -2.11 -2.69 2.30
C -3.76 2.32 0.97
C -3.86 0.00 1.54
C 7.10 0.84 -2.90
H 2.71 -2.70 2.84
N -1.72 -1.17 1.63
P 0.68 -1.16 -1.70
C -0.25 0.15 -2.82
H -4.41 -0.89 1.82
C -1.54 3.37 0.46
C -2.45 -0.09 1.39
C -2.59 -2.43 4.14
H -0.98 -2.52 -2.85
C 4.14 -2.84 -2.04
H 1.07 0.16 -4.53
H 1.86 2.08 2.21
H 6.92 1.05 -5.04
H 4.21 -2.64 -3.11
H 0.07 -3.34 1.37
H -3.65 -4.64 2.05
P 2.20 -1.44 0.78
H -2.54 -1.37 4.38
H 0.38 -0.60 3.03
C -4.50 1.20 1.32
H 4.51 0.48 -5.05
H 0.63 -2.71 -3.57
H -2.19 -0.82 -3.13
H 1.37 0.44 4.07
C -2.39 2.18 0.80
N 3.03 -0.06 -3.02
H 0.82 1.03 1.16
N -1.76 1.01 0.97
C 0.08 -2.64 -2.63
H 5.13 -2.70 -1.60
H -2.29 0.91 -2.76
H -4.23 3.29 0.82
H -1.91 -0.25 -1.48
C 2.33 -0.06 2.20
H 4.46 0.14 1.87
H 1.73 -1.28 3.93
C 5.10 0.17 -1.71
H 0.25 -3.52 -2.03
H 3.83 -3.87 -1.89
H -0.06 1.62 -1.26
H -3.61 -2.78 4.35
H 6.99 0.57 -0.78
H 8.16 1.10 -2.89
N 4.49 -0.04 -0.49
H -1.97 3.94 -0.37
C 0.01 0.04 -4.32
H -5.58 1.27 1.43
H 2.75 -3.72 1.39
H -0.32 -0.93 -4.72
H 4.04 -0.75 3.35
C 1.39 -0.40 3.37
C 6.45 0.55 -1.73
H 2.48 1.46 0.66
H -0.54 0.82 -4.85
C 0.19 1.53 -2.32
H 1.26 1.66 -2.44
H -0.32 2.33 -2.86
H -4.49 -3.17 1.57
H -0.79 -4.79 1.86
C 3.76 0.08 2.70
```

- Which of these has the lowest molecular weight?
  CH4NO2